1.
41
Properties=species:S:1:pos:R:3:forces:R:3 method="wB97M-V/def2-TZVPD" orbital_gap_ev=9.4 e_above_lowest_kcal_mol=105.9 multiplicity=1 max_force_ev_per_a=4.28 charge=-1 homo_energy_ha=-0.2543
O 2.129 -2.488 -2.848 -1.674 0.659 0.209
C 1.138 -1.769 -2.792 2.294 0.718 -0.054
C 1.021 -0.611 -1.771 -1.871 1.794 -1.239
C 1.521 -0.976 -0.429 1.235 -1.191 1.373
C 1.325 0.030 0.757 -0.374 0.758 -2.443
O 1.863 -0.177 1.824 0.063 -0.733 0.681
O 0.581 1.036 0.503 0.377 -0.242 0.071
N -0.476 -0.101 -1.851 1.915 -2.692 -0.547
H 0.378 -1.762 -3.590 -0.241 -0.298 0.210
H 1.738 0.249 -2.076 -1.396 -1.170 -0.247
H 1.088 -1.898 -0.073 -0.743 -0.416 0.150
H 2.565 -1.374 -0.595 -0.578 1.001 0.572
H -0.528 0.648 -1.162 -0.511 -1.066 0.490
H -1.053 -1.003 -1.650 1.586 2.934 0.116
H 4.212 -0.881 2.462 -2.196 0.771 2.408
H 2.816 -0.411 3.318 1.930 -0.571 -0.828
O 3.774 -0.692 3.373 1.049 -0.368 -0.933
H -0.187 2.748 -4.335 -2.833 1.526 0.809
H 1.020 2.145 -3.809 1.803 -0.802 3.025
O 0.569 2.307 -4.576 1.029 -0.761 -3.864
H -5.016 -0.190 2.007 0.611 -1.007 -2.474
H -4.104 -0.116 0.750 1.074 1.075 -0.116
O -4.851 -0.595 1.081 -1.635 0.038 2.639
H -2.475 1.708 0.354 0.939 -1.537 1.293
H -1.610 0.738 1.451 -2.802 0.913 -2.264
O -2.511 0.862 0.907 1.807 0.226 1.093
H 2.215 2.700 1.676 -0.117 -0.054 0.613
H 0.742 2.926 1.966 2.056 0.024 1.296
O 1.657 2.996 2.420 -1.669 0.530 -2.096
H -3.287 -3.017 -1.713 -1.608 -1.092 2.136
H -2.251 -1.831 -1.637 -1.371 -1.340 0.073
O -2.664 -2.536 -2.173 2.454 2.062 -2.833
H -0.240 2.417 0.080 -1.085 -0.055 0.590
H -0.861 2.532 -1.181 -0.701 0.274 -0.844
O -1.112 2.748 -0.282 1.406 0.577 -0.282
H 1.277 1.905 3.708 -0.403 -0.311 0.865
H 0.861 0.645 3.139 -0.339 0.636 2.500
O 0.767 1.134 4.058 0.555 -0.763 -2.826
H -3.113 -1.779 0.695 0.590 -1.103 -0.108
H -2.016 -2.801 1.165 -0.552 0.354 -0.654
O -2.562 -2.550 0.391 -0.074 0.703 1.437

=====

2.
38
Properties=species:S:1:pos:R:3:forces:R:3 method="wB97M-V/def2-TZVPD" orbital_gap_ev=6.7 e_above_lowest_kcal_mol=73.3 multiplicity=1 max_force_ev_per_a=6.36 charge=-1 homo_energy_ha=-0.1446
C -0.651 -3.024 0.290 -2.250 0.182 -1.762
N 0.058 -1.792 -0.156 -2.443 -0.773 2.879
C -0.868 -0.601 -0.070 2.944 1.167 2.011
C 0.092 0.515 0.461 -0.475 2.098 -3.113
S -0.714 2.159 0.734 -0.340 0.089 0.230
C -1.516 -0.132 -1.374 -1.757 -3.668 -0.222
O -2.739 0.460 -1.077 -1.382 0.874 -0.183
H -1.648 -3.292 -0.267 1.303 0.985 0.411
H -0.156 -3.954 0.156 1.364 -0.511 -0.118
H -0.998 -3.012 1.306 0.305 0.548 0.731
H 0.335 -1.865 -1.082 0.572 -0.359 -2.012
H -1.558 -0.726 0.839 0.325 -0.159 -1.898
H 0.798 0.856 -0.456 -0.769 -1.580 2.200
H 0.551 0.240 1.386 0.651 -0.410 0.118
H -2.594 1.257 -0.521 0.495 -0.339 0.043
H -0.997 0.477 -2.108 1.095 -0.078 0.475
H -1.777 -1.134 -1.949 0.382 1.892 0.800
H 2.209 1.995 0.972 0.051 0.272 -0.211
H 2.341 1.520 2.351 0.697 0.071 -0.236
O 2.914 1.790 1.602 -0.787 -0.153 0.429
H -0.323 -0.122 4.016 -5.521 1.229 -1.220
H 0.884 -0.644 3.337 -0.375 0.481 1.600
O 0.514 -0.325 4.213 6.074 -1.857 -0.413
H -1.675 1.388 3.226 -1.565 -2.292 -1.283
H -2.722 0.174 2.575 1.000 1.380 0.352
O -2.079 0.443 3.266 0.542 0.938 0.821
H 1.730 -1.696 -2.878 -1.002 0.684 -0.086
H 0.790 -0.413 -3.058 0.425 -1.137 0.164
O 0.796 -1.384 -2.838 0.895 0.560 -0.611
H 3.250 -0.495 1.135 1.626 2.348 -0.916
H 2.004 -1.255 0.979 1.105 -0.280 1.268
O 2.807 -1.154 1.595 -3.028 -2.301 -0.305
H -1.600 2.045 -2.385 0.745 2.370 -0.467
H -1.331 3.591 -1.952 0.425 -2.372 -1.946
O -1.206 2.918 -2.735 -1.065 0.198 2.312
H 1.183 2.238 -3.308 -2.139 2.247 0.151
H 2.214 1.471 -2.756 3.075 -0.422 3.718
O 1.681 1.483 -3.471 -1.196 -1.924 -3.710

=====

3.
40
Properties=species:S:1:pos:R:3:forces:R:3 method="wB97M-V/def2-TZVPD" orbital_gap_ev=10.7 e_above_lowest_kcal_mol=26.8 multiplicity=1 max_force_ev_per_a=3.50 charge=+1 homo_energy_ha=-0.4866
N -0.680 -0.464 -0.363 -0.145 -0.023 0.800
C -1.501 -0.015 0.776 -1.424 3.201 -0.046
C -2.267 1.330 0.453 -1.032 -0.421 -0.436
C -1.621 2.596 0.984 -0.199 0.324 -0.415
O -0.424 2.876 0.250 -0.004 -0.267 0.280
C -2.465 -1.085 1.211 1.006 -2.081 -0.319
N -3.146 -0.912 2.365 0.086 0.779 0.461
O -2.489 -2.103 0.536 -0.682 0.445 -0.118
H -0.814 -1.483 -0.403 0.310 -0.168 -0.142
H 0.297 -0.262 -0.106 0.082 -0.683 -0.634
H -0.967 -0.057 -1.285 0.044 0.222 0.445
H -0.951 0.437 1.601 0.942 -1.262 0.204
H -3.309 1.213 0.763 0.187 0.210 0.586
H -2.424 1.507 -0.611 0.456 -0.344 -0.196
H -1.439 2.639 2.062 0.053 -0.361 0.027
H -2.308 3.419 0.778 0.085 0.028 -0.031
H 0.302 2.405 0.675 0.088 0.207 -0.033
H -2.635 -0.482 3.119 -0.232 0.376 -0.019
H -3.869 -1.543 2.670 0.197 -0.394 -0.373
H 3.011 0.213 3.055 -0.221 0.070 0.135
H 1.870 -0.078 4.079 0.090 -0.041 0.024
O 2.086 -0.071 3.143 0.117 0.162 -0.154
H 5.169 0.203 1.220 -0.109 0.169 0.090
H 4.213 -0.930 1.555 0.081 0.003 0.063
O 4.277 0.032 1.547 0.218 -0.234 -0.103
H 0.086 3.845 -3.538 0.310 -0.243 -0.199
H -1.218 3.326 -4.012 -0.051 0.072 -0.487
O -0.273 3.147 -4.108 -0.496 0.225 0.738
H 1.539 -3.705 -1.660 0.070 0.004 -0.087
H 1.536 -2.335 -2.360 0.217 -0.177 0.032
O 0.998 -2.929 -1.830 -0.387 0.202 0.041
H 2.315 -1.754 0.129 -0.155 0.060 -0.345
H 2.007 -0.792 1.299 -0.276 -0.324 0.038
O 1.589 -1.344 0.613 0.493 0.410 0.498
H 4.126 -1.496 -2.570 -0.460 0.105 0.084
H 4.740 -1.988 -1.332 -0.118 -0.159 0.347
O 3.871 -1.731 -1.665 0.639 0.018 -0.428
H -1.584 0.092 -3.402 0.002 0.240 -0.240
H -1.268 1.575 -2.987 0.374 -0.238 -0.210
O -1.564 0.710 -2.664 -0.155 -0.114 0.124

=====

4.
41
Properties=species:S:1:pos:R:3:forces:R:3 method="wB97M-V/def2-TZVPD" orbital_gap_ev=10.1 e_above_lowest_kcal_mol=72.2 multiplicity=1 max_force_ev_per_a=4.09 homo_energy_ha=-0.3617
O -2.607 -1.619 -2.595 -0.531 -0.214 0.212
C -1.647 -0.954 -2.288 -0.986 -0.451 -0.399
O -0.851 -0.388 -3.235 1.444 0.585 1.239
N -1.193 -0.784 -0.993 2.077 2.712 -1.518
C -0.296 0.415 -0.865 2.004 -1.264 0.480
C 0.652 0.154 0.326 -0.581 -2.889 2.214
C 1.986 -0.418 -0.037 1.134 0.942 -3.816
O 2.746 0.676 -0.672 0.490 -0.081 1.312
H -1.085 -0.190 -4.142 -1.196 -0.770 0.119
H -1.818 -0.667 -0.210 -1.002 -0.987 -0.546
H 0.400 0.422 -1.714 -0.716 0.399 0.069
H -0.869 1.328 -0.757 -0.004 0.151 -0.106
H 0.792 0.900 1.120 -0.234 0.040 -0.673
H 0.259 -0.782 0.870 -0.256 1.425 -0.263
H 2.625 -0.941 0.636 -0.065 0.113 1.361
H 1.998 -1.098 -0.918 -0.974 0.063 0.599
H 3.358 1.028 -0.009 -0.316 -0.030 -0.017
O -2.731 -2.623 0.357 -0.353 -0.551 -0.653
H -2.243 -3.248 -0.199 0.367 -0.102 0.509
H -3.295 -2.280 -0.356 -0.182 0.447 0.357
O -3.505 0.458 0.354 0.042 -0.347 0.036
H -4.456 0.552 0.220 0.369 0.372 -0.199
H -3.023 1.239 0.041 -0.535 0.030 0.367
O -2.218 -1.100 2.926 0.216 -0.384 -0.116
H -2.022 -1.627 2.136 -0.252 0.001 -0.041
H -3.179 -1.030 2.921 0.094 0.196 -0.030
O 2.432 -0.704 -3.176 -0.187 0.152 -0.064
H 1.927 -0.867 -3.977 0.028 0.086 0.031
H 2.700 0.244 -3.175 0.274 -1.014 -0.192
O -1.304 2.175 1.507 0.240 0.428 0.197
H -0.911 1.843 2.347 -0.379 -0.129 -0.389
H -0.539 2.606 1.111 -0.185 0.159 -0.156
O 2.902 0.465 2.888 -0.393 -0.453 1.208
H 3.106 -0.283 3.476 0.433 -0.097 -0.645
H 2.346 0.939 3.524 -0.012 0.640 -0.460
O 3.506 1.708 -2.857 -0.058 0.926 -1.009
H 2.644 1.810 -2.439 0.186 0.215 0.399
H 4.130 1.791 -2.136 0.034 -0.223 0.120
O -0.243 0.730 3.477 -0.137 -2.367 -0.221
H -0.933 0.026 3.256 -0.476 1.364 0.584
H 0.461 0.092 3.258 0.578 0.907 0.100

=====

5.
40
Properties=species:S:1:pos:R:3:forces:R:3 method="wB97M-V/def2-TZVPD" orbital_gap_ev=9.1 e_above_lowest_kcal_mol=70.8 multiplicity=1 max_force_ev_per_a=3.64 homo_energy_ha=-0.3256
C 0.518 0.610 0.391 -1.791 0.952 1.536
N -0.685 0.822 -0.438 -0.062 0.130 -0.922
C -1.314 -0.489 -0.879 -0.875 -0.307 1.173
C -0.355 -1.143 -1.861 1.846 0.257 -1.604
N -0.907 -1.337 -3.214 -1.224 -3.326 0.826
C -1.504 -1.513 0.317 0.095 -0.878 0.466
S -3.136 -2.569 0.130 1.245 1.559 2.098
H 0.074 0.267 1.299 0.063 -0.409 0.861
H 1.100 1.468 0.745 -0.555 0.464 -0.783
H 1.226 -0.118 0.159 0.864 -1.308 -1.115
H -0.408 1.351 -1.297 -0.523 -0.754 0.883
H -2.449 -0.305 -1.245 3.000 -0.212 0.233
H 0.561 -0.533 -1.967 -0.995 1.027 -0.342
H 0.313 -1.960 -1.494 -1.645 -0.744 0.276
H -1.192 -2.401 -3.309 0.689 2.915 -0.023
H -0.198 -1.170 -3.891 0.532 -0.042 -0.623
H -1.669 -0.917 1.252 -0.008 -0.846 -0.644
H -0.614 -2.295 0.468 -1.936 1.991 -0.308
H -2.989 -2.916 -1.093 0.399 -0.429 -1.805
O 0.070 2.634 -2.482 -1.243 1.965 -1.639
H -0.563 3.357 -2.824 1.380 -1.683 1.009
H 0.536 2.380 -3.294 -0.013 -0.037 0.355
O 2.908 -0.430 -1.369 -1.265 -1.594 -2.127
H 3.180 -0.232 -0.508 0.781 0.578 2.258
H 2.253 -1.158 -1.237 0.933 0.863 -0.161
O 2.854 -0.590 2.213 0.042 -0.225 -1.125
H 1.996 -0.353 2.612 0.679 0.018 0.479
H 3.525 -0.762 2.869 -0.228 0.157 0.494
O 2.422 -3.437 0.814 -0.868 -0.692 -1.562
H 3.025 -3.053 1.431 0.718 0.689 0.256
H 2.786 -3.392 -0.096 0.038 0.070 1.178
O 0.750 0.384 3.586 -1.295 -1.489 -1.187
H 0.753 1.091 4.207 -0.355 0.922 0.591
H -0.158 0.228 3.211 1.359 0.624 0.952
O -2.964 2.984 0.024 0.785 -0.074 -0.188
H -3.661 2.493 0.452 -0.296 -0.223 0.095
H -2.264 2.320 -0.172 -0.215 0.138 0.206
O -0.899 3.722 2.318 0.194 -1.690 2.228
H -1.406 3.952 1.587 -1.101 1.379 -2.760
H -1.516 3.009 2.587 0.853 0.262 0.465

=====

6.
42
Properties=species:S:1:pos:R:3:forces:R:3 method="wB97M-V/def2-TZVPD" orbital_gap_ev=8.9 e_above_lowest_kcal_mol=30.5 multiplicity=1 max_force_ev_per_a=2.61 charge=-1 homo_energy_ha=-0.2338
O 1.052 -1.600 1.310 0.970 0.839 -0.191
C 0.570 -0.841 0.429 -2.183 -1.412 -0.240
O 1.065 -0.529 -0.688 0.751 0.190 1.097
C -0.953 -0.554 0.616 0.996 0.525 1.123
C -1.249 0.939 0.791 0.219 -0.400 -2.033
C -2.770 1.204 0.818 1.510 0.347 1.187
N -3.286 1.202 2.194 -0.127 0.446 0.884
H -1.241 -1.037 1.552 -0.021 -0.255 -0.077
H -1.492 -1.048 -0.193 -0.032 0.381 -0.221
H -0.800 1.464 -0.062 -0.320 -0.121 -0.288
H -0.633 1.356 1.585 -0.553 -0.058 0.736
H -2.933 2.167 0.340 -0.578 -0.011 0.074
H -3.282 0.447 0.243 -0.125 -0.083 -0.237
H -2.977 2.037 2.690 -0.302 0.410 -0.496
H -2.780 0.544 2.783 -0.155 -0.700 -0.537
H -1.347 -2.473 -3.726 0.280 -0.923 0.631
H 0.289 -2.704 -3.180 -1.241 -0.690 0.611
O -0.430 -2.232 -3.645 0.711 1.750 -1.100
H 3.963 -1.207 0.405 -0.287 0.044 0.082
H 2.764 -1.303 -0.587 0.396 0.570 0.384
O 3.729 -1.468 -0.487 0.060 -0.330 -0.327
H -0.296 3.899 0.186 0.067 0.041 -0.154
H -1.739 3.689 0.425 -0.220 0.062 -0.167
O -1.150 4.129 -0.199 0.139 -0.065 0.329
H 1.385 -1.009 2.964 -0.723 -0.092 -0.106
H 2.405 -0.612 3.945 0.042 0.147 0.470
O 1.446 -0.648 3.874 0.587 -0.050 -0.349
H 1.806 3.355 0.675 0.588 -0.535 -0.188
H 2.146 2.077 1.583 0.091 0.045 -0.577
O 1.648 2.895 1.500 -0.659 0.500 0.679
H 0.185 -0.073 -2.938 -0.035 -0.070 0.279
H 0.359 0.949 -1.789 0.082 -0.717 -0.400
O 0.023 0.849 -2.696 -0.053 0.519 -0.247
H 1.426 -3.684 1.313 0.272 0.759 -0.112
H 2.576 -3.522 0.238 0.038 0.491 0.346
O 1.907 -4.105 0.601 -0.104 -1.449 -0.260
H 2.073 -2.252 -2.612 0.207 0.392 0.655
H 1.453 -2.543 -1.172 -0.061 0.403 -0.238
O 1.610 -2.886 -2.058 -0.016 -1.139 -0.957
H -1.786 1.027 -2.441 -0.168 0.516 -0.196
H -2.170 2.474 -2.184 0.070 0.059 -0.012
O -2.565 1.625 -2.403 -0.113 -0.336 0.143